1.
{
  "formula": "C23H38N3O4",
  "method": "ωB97M-V/def2-TZVPD",
  "symbols": ["O", "C", "O", "C", "C", "C", "N", "C", "C", "C", "C", "C", "C", "C", "C", "C", "C", "C", "H", "H", "H", "H", "H", "H", "H", "H", "H", "H", "H", "H", "H", "H", "H", "H", "C", "C", "C", "O", "C", "N", "H", "H", "H", "H", "H", "H", "H", "H", "H", "H", "H", "C", "C", "C", "O", "C", "N", "H", "H", "H", "H", "H", "H", "H", "H", "H", "H", "H"],
  "positions_angstrom": [[-5.58462, 0.61295, 3.69645], [-4.43385, 0.66912, 4.38241], [-4.49355, 0.67689, 5.87915], [-2.92634, 0.77481, 3.72720], [-2.76438, 1.29665, 2.17341], [-1.24380, 1.40361, 1.57000], [-0.02033, 1.06237, 2.39160], [-0.05592, 0.56781, 3.85167], [1.40294, 0.26271, 4.53839], [1.36751, 0.00684, 6.15762], [1.71408, 1.35903, 7.04762], [0.31942, 2.21014, 7.21678], [-0.57065, 2.03012, 8.61017], [-2.00296, 2.83668, 8.81693], [-2.61062, 3.82772, 7.64958], [-1.71551, 4.02047, 6.25387], [-0.27173, 3.21271, 6.05845], [-1.52553, 0.39187, 4.55699], [-4.08810, 1.58424, 6.10701], [-3.67541, 1.58630, 1.49521], [-1.06223, 1.75993, 0.45724], [0.92670, 1.16778, 1.92427], [2.10957, 1.16889, 4.24202], [1.83416, -0.70837, 4.02399], [2.22977, -0.78663, 6.38551], [0.36823, -0.46084, 6.54772], [2.07198, 0.97653, 8.12044], [2.56105, 1.94654, 6.49142], [-0.21830, 1.31534, 9.49200], [-2.64658, 2.70173, 9.81340], [-3.62108, 4.40377, 7.78150], [-2.17652, 4.72329, 5.43413], [0.31445, 3.38968, 5.05145], [-1.60408, -0.00712, 5.66715], [0.90687, -2.21194, -3.60680], [1.36826, -1.60338, -2.28543], [0.21944, -1.38006, -1.27513], [-0.59509, -0.23798, -1.55771], [-1.61169, -0.46712, -2.52251], [2.09615, -0.35523, -2.56289], [0.39429, -1.49003, -4.24856], [1.76586, -2.58688, -4.17546], [0.23063, -3.05595, -3.43573], [2.07026, -2.31538, -1.83218], [0.66864, -1.18347, -0.29429], [-0.39663, -2.27899, -1.15920], [-2.02135, -1.47995, -2.45910], [-1.22555, -0.27130, -3.52473], [-2.42155, 0.24404, -2.33741], [2.48030, -0.00181, -1.68576], [1.39805, 0.35047, -2.81958], [2.61386, -1.06469, -9.33740], [2.53849, -1.47008, -7.86797], [1.79586, -2.80584, -7.63430], [0.37078, -2.70570, -7.71664], [-0.14513, -2.75645, -9.03879], [1.93207, -0.37138, -7.09999], [1.66418, -0.67958, -9.71893], [3.35644, -0.27041, -9.47712], [2.91436, -1.91117, -9.96356], [3.57070, -1.60285, -7.51853], [2.00737, -3.13247, -6.60910], [2.16974, -3.59648, -8.29473], [0.43543, -3.42304, -9.68399], [-0.18496, -1.75101, -9.46234], [-1.17061, -3.13295, -8.98857], [1.96826, -0.61013, -6.10827], [0.92852, -0.37442, -7.31006]],
  "mol_weight_g_mol": 420.57,
  "homo_ev": -10.5,
  "charge": 1,
  "total_energy_ha": -1363.51510,
  "de_lowest_kcal_mol": 435.87,
  "orbital_gap_ev": 5.0
}


2.
{
  "formula": "C23H39AuN4SSi2",
  "method": "ωB97M-V/def2-TZVPD",
  "symbols": ["Au", "C", "Si", "C", "C", "C", "C", "C", "C", "C", "Si", "C", "C", "H", "H", "H", "H", "H", "H", "H", "H", "H", "H", "H", "H", "H", "H", "H", "H", "C", "N", "C", "C", "N", "H", "H", "H", "H", "H", "H", "C", "C", "C", "C", "H", "H", "H", "H", "H", "H", "H", "H", "H", "C", "C", "C", "C", "N", "C", "S", "N", "C", "H", "H", "H", "H", "H", "H", "H", "H"],
  "positions_angstrom": [[0.13050, -0.18499, -0.29504], [-0.37954, 1.09748, 2.99264], [0.10426, -0.48500, 2.08593], [1.78208, -1.01287, 2.79808], [-1.15110, -1.81650, 2.55593], [-1.45058, -2.18239, 3.87110], [-2.40303, -3.15179, 4.14335], [-3.07514, -3.77373, 3.09654], [-2.78582, -3.42281, 1.78751], [-1.82553, -2.44760, 1.50246], [-1.34593, -1.98218, -0.26138], [-0.43307, -3.45685, -0.99758], [-2.89300, -1.65146, -1.26152], [-0.40326, 0.94775, 4.07615], [-1.36974, 1.41976, 2.66598], [0.32916, 1.90071, 2.77523], [1.71875, -1.16966, 3.87906], [2.53963, -0.24462, 2.61639], [2.12249, -1.94500, 2.34141], [-0.93797, -1.69974, 4.69810], [-2.62848, -3.42232, 5.16807], [-3.82343, -4.52889, 3.30539], [-3.31832, -3.91597, 0.97961], [-1.07366, -4.34332, -1.00087], [0.45391, -3.68712, -0.40308], [-0.11660, -3.25375, -2.02258], [-3.57533, -2.50406, -1.20061], [-2.65398, -1.47797, -2.31215], [-3.40197, -0.76954, -0.87024], [-4.18534, 3.75655, -1.90149], [-3.93794, 3.57125, -0.48002], [-3.87998, 4.76307, 0.35041], [-3.29831, 2.48049, -0.07749], [-2.75773, 1.52465, 0.28377], [-5.15832, 4.22969, -2.04019], [-4.18818, 2.78881, -2.39725], [-3.41572, 4.38421, -2.36038], [-4.83972, 5.27987, 0.31270], [-3.09663, 5.44690, 0.00846], [-3.67459, 4.47818, 1.37886], [-1.12438, 1.01923, -4.47640], [-1.00963, 1.04804, -2.95135], [-0.61084, 2.44787, -2.48933], [-0.02836, -0.01353, -2.44637], [-1.84800, 1.75306, -4.84544], [-1.43386, 0.03225, -4.82646], [-0.15558, 1.24421, -4.93261], [-2.00104, 0.83046, -2.53512], [0.41933, 2.66608, -2.78744], [-0.67116, 2.53547, -1.40298], [-1.25276, 3.21466, -2.93347], [0.97371, 0.23128, -2.82764], [-0.29003, -0.97636, -2.89940], [6.84455, 1.17203, 0.80997], [5.59521, 0.45129, 0.42760], [5.50829, -0.88243, 0.16668], [4.24059, -1.40540, -0.18180], [3.16245, -0.65859, -0.26407], [3.23374, 0.65853, 0.00555], [1.91203, 1.67870, -0.05972], [4.46272, 1.18505, 0.34174], [4.05883, -2.85820, -0.48118], [7.68237, 0.48204, 0.85695], [6.72682, 1.64627, 1.78554], [7.07308, 1.95065, 0.08042], [6.38095, -1.51418, 0.22729], [4.48391, 2.17584, 0.54012], [4.97122, -3.42912, -0.32340], [3.73233, -2.97032, -1.51589], [3.26065, -3.25419, 0.14696]],
  "mol_weight_g_mol": 656.80,
  "homo_ev": -6.7,
  "total_energy_ha": -2231.73668,
  "de_lowest_kcal_mol": 0.00,
  "orbital_gap_ev": 6.3
}


3.
{
  "formula": "C23H39B2F2HfN2O11S",
  "method": "ωB97M-V/def2-TZVPD",
  "symbols": ["Hf", "C", "N", "C", "C", "C", "C", "C", "C", "C", "C", "N", "C", "C", "C", "H", "H", "H", "H", "H", "H", "H", "H", "H", "H", "H", "H", "H", "H", "B", "H", "H", "H", "H", "B", "H", "H", "H", "H", "C", "C", "O", "O", "H", "H", "H", "O", "S", "O", "O", "C", "C", "C", "H", "H", "H", "H", "H", "H", "H", "H", "C", "C", "O", "C", "O", "O", "F", "H", "H", "H", "C", "C", "O", "C", "O", "O", "F", "H", "H", "H"],
  "positions_angstrom": [[0.29726, -15.00880, -7.19608], [-8.01782, -13.13073, -6.46535], [-7.14794, -13.78951, -5.47592], [-5.80787, -13.58289, -5.57486], [-4.89060, -14.37568, -4.89398], [-5.36138, -15.32274, -3.97446], [-6.74575, -15.57995, -3.96334], [-7.61047, -14.80778, -4.64735], [-4.45075, -16.13880, -3.11492], [-3.45257, -16.86927, -3.78124], [-2.73731, -17.85091, -3.14086], [-2.75077, -18.04670, -1.81911], [-3.70766, -17.38439, -1.08983], [-4.61253, -16.48858, -1.76740], [-1.75755, -18.93364, -1.12201], [-7.75533, -13.53394, -7.44342], [-7.98786, -12.06880, -6.22137], [-9.02258, -13.52938, -6.32530], [-5.53604, -12.73033, -6.17956], [-3.84677, -14.10828, -4.82119], [-7.19564, -16.37318, -3.38473], [-8.65774, -14.89659, -4.39887], [-3.23843, -16.70467, -4.82692], [-2.06992, -18.44695, -3.74564], [-3.77878, -17.67562, -0.05227], [-5.12956, -15.69169, -1.25354], [-1.66351, -19.75301, -1.83468], [-2.27867, -19.08660, -0.17695], [-0.81478, -18.38936, -1.06681], [1.78947, -16.77361, -7.86089], [2.06334, -16.10647, -7.05831], [1.05662, -17.47287, -7.48915], [1.29283, -16.21006, -8.63549], [2.64219, -17.32160, -8.23080], [-1.72873, -16.37829, -7.94079], [-0.74600, -16.82205, -7.90098], [-1.95055, -16.20116, -8.98178], [-2.46231, -17.05226, -7.52624], [-1.81780, -15.47733, -7.35379], [1.09135, -16.80442, -3.21969], [0.73276, -16.12961, -4.54273], [-0.23011, -16.53351, -5.27958], [1.26318, -15.11825, -4.94553], [1.24991, -17.87798, -3.32171], [0.25143, -16.70041, -2.53281], [2.01472, -16.29351, -2.94681], [4.33735, -14.51120, 1.58067], [3.84704, -13.85385, 0.34916], [2.81494, -12.78465, 0.51805], [5.14693, -13.22532, -0.49746], [6.35769, -13.98051, -0.67755], [7.17724, -13.56609, 0.43530], [3.14136, -15.16565, -0.78518], [6.80028, -13.90753, -1.67098], [6.15210, -15.00514, -0.36778], [6.74364, -13.63739, 1.43281], [7.46351, -12.51471, 0.40811], [8.14487, -14.04555, 0.58328], [3.25387, -14.90669, -1.83797], [2.10311, -15.43558, -0.59217], [3.78396, -16.03311, -0.63452], [3.52611, -18.97609, -5.34032], [4.78105, -18.87477, -6.20620], [5.01037, -20.21109, -6.46909], [4.06989, -20.98581, -6.02757], [4.01134, -22.20078, -6.26234], [3.18418, -20.29363, -5.25285], [5.80893, -18.52646, -5.49133], [2.67876, -18.51879, -5.85118], [3.79564, -18.35748, -4.48428], [4.62950, -18.32526, -7.13527], [4.81761, -14.83690, -5.03677], [5.66303, -13.66738, -5.53549], [6.52372, -14.28062, -6.49560], [6.16094, -15.56161, -6.75785], [6.60727, -16.23272, -7.70415], [5.19222, -15.90263, -5.90811], [6.30811, -12.99909, -4.54161], [3.75701, -14.61732, -5.15931], [5.01594, -15.09618, -3.99680], [4.85185, -13.06921, -5.95056]],
  "mol_weight_g_mol": 789.75,
  "homo_ev": -15.9,
  "charge": 3,
  "total_energy_ha": -2531.23893,
  "orbital_gap_ev": 4.0
}


> What is the formula in the third record?

C23H39B2F2HfN2O11S